# 1
{
  "formula": "C27H64ClF9NO17S2",
  "method": "ωB97M-V/def2-TZVPD",
  "energy_ev": -123972.7415,
  "e_lumo_ev": -3.5,
  "total_charge": 1,
  "species": ["O", "S", "O", "Cl", "C", "C", "C", "C", "C", "N", "C", "O", "C", "C", "C", "C", "C", "C", "F", "F", "C", "F", "F", "S", "F", "F", "F", "F", "F", "H", "H", "H", "H", "H", "H", "H", "H", "H", "H", "H", "H", "H", "H", "H", "H", "H", "H", "H", "H", "H", "H", "C", "C", "O", "O", "H", "H", "H", "H", "H", "H", "C", "C", "O", "O", "H", "H", "H", "H", "H", "H", "C", "C", "O", "O", "H", "H", "H", "H", "H", "H", "C", "C", "O", "O", "H", "H", "H", "H", "H", "H", "C", "C", "O", "O", "H", "H", "H", "H", "H", "H", "C", "C", "O", "O", "H", "H", "H", "H", "H", "H", "C", "C", "O", "O", "H", "H", "H", "H", "H", "H"],
  "xyz": [[-3.31581, 0.18288, 0.28711], [-2.30722, 0.68431, 1.16275], [-1.77108, 1.98202, 0.89014], [-3.07056, 0.74820, 3.04719], [-0.95557, -0.48126, 1.22605], [-1.16178, -1.68093, 2.17318], [-0.88651, -3.03831, 1.50824], [0.54666, -3.54977, 1.70109], [1.60317, -2.54398, 1.32999], [3.02867, -2.85150, 1.71526], [3.78941, -1.75416, 0.98992], [2.90109, -1.20223, 0.06419], [1.82515, -2.15606, -0.11532], [2.23445, -3.27762, -1.07942], [3.01059, -2.71337, -2.26558], [3.24332, -3.73720, -3.37540], [1.98326, -4.27861, -4.03145], [1.25991, -3.27788, -4.94620], [1.14288, -3.73533, -6.21182], [1.98044, -2.11475, -5.01165], [-0.11730, -2.80662, -4.39405], [-0.45225, -1.63115, -4.99165], [0.00352, -2.55618, -3.05557], [-1.55648, -3.98803, -4.70593], [-1.61453, -4.36151, -3.14255], [-2.57115, -2.81242, -4.39564], [-1.54038, -3.64882, -6.22878], [-0.57871, -5.21509, -4.90500], [-2.78714, -4.95021, -4.94239], [-0.86203, -0.80894, 0.19820], [-0.09026, 0.12188, 1.48304], [-2.17893, -1.66366, 2.54333], [-0.50768, -1.53368, 3.02897], [-1.54613, -3.77333, 1.94998], [-1.09676, -2.95690, 0.44511], [0.70447, -4.46992, 1.14079], [0.66454, -3.81631, 2.75210], [1.43864, -1.59819, 1.84001], [3.16158, -2.69551, 2.71192], [3.35216, -3.78597, 1.48125], [4.66191, -2.15852, 0.47871], [4.15524, -0.99797, 1.67633], [1.01625, -1.60965, -0.58098], [1.30329, -3.74786, -1.38407], [2.80863, -4.05446, -0.56933], [2.48338, -1.84189, -2.63713], [3.99118, -2.42417, -1.90507], [3.95053, -3.35181, -4.09837], [3.73707, -4.59396, -2.91339], [1.27928, -4.57992, -3.26187], [2.17365, -5.17055, -4.61680], [-2.87912, 1.46424, 8.23079], [-2.21026, 2.22553, 7.10927], [-1.54451, 1.31583, 6.22169], [-1.92810, 0.69392, 8.95028], [-3.35248, 2.14683, 8.93554], [-3.64773, 0.79431, 7.82058], [-1.43752, 2.88088, 7.50623], [-2.93755, 2.82695, 6.55613], [-2.22040, 0.82288, 5.74867], [-1.31542, 0.33574, 8.29989], [0.44368, 5.43325, -0.04697], [1.00070, 4.03050, -0.13117], [1.02527, 3.43537, 1.16959], [1.22361, 6.21479, 0.84916], [0.46295, 5.92103, -1.02071], [-0.59418, 5.40134, 0.30947], [2.03469, 4.05943, -0.47215], [0.41256, 3.41565, -0.81998], [0.11276, 3.26275, 1.42641], [1.45538, 5.62651, 1.57828], [1.48397, 2.47713, -6.42311], [2.23178, 1.16645, -6.32969], [2.45327, 0.82068, -4.95624], [2.20545, 3.51152, -5.76922], [1.35000, 2.76990, -7.46411], [0.49489, 2.38040, -5.95266], [3.21873, 1.26030, -6.78024], [1.68418, 0.36521, -6.83544], [1.60122, 0.58789, -4.57714], [2.58144, 3.11970, -4.97392], [-2.30904, -0.32480, 12.83242], [-2.84133, -1.71282, 12.54732], [-2.40614, -2.16238, 11.26114], [-2.72740, 0.59931, 11.84451], [-2.67193, 0.03259, 13.79639], [-1.20992, -0.34846, 12.85906], [-3.92921, -1.69717, 12.51008], [-2.52268, -2.41898, 13.32064], [-1.46031, -2.32279, 11.31285], [-2.67057, 0.14877, 10.99127], [1.10329, 6.67970, 5.21573], [0.43419, 7.93325, 4.69456], [0.89608, 8.21696, 3.37561], [2.51380, 6.82100, 5.20292], [0.79763, 6.47118, 6.24135], [0.82338, 5.82228, 4.58495], [0.71077, 8.79002, 5.30679], [-0.65579, 7.82682, 4.70481], [0.54450, 7.54120, 2.78513], [2.72580, 7.30092, 4.39340], [-6.62282, -4.61773, -2.55509], [-6.63638, -4.14195, -3.99127], [-5.53159, -3.26538, -4.22278], [-6.66790, -3.51771, -1.65976], [-7.48335, -5.25294, -2.34691], [-5.70631, -5.19577, -2.36681], [-7.53406, -3.55924, -4.18888], [-6.60263, -4.98887, -4.68362], [-4.72561, -3.78778, -4.18957], [-6.11458, -2.83176, -2.05013], [4.50411, 3.14416, -10.52095], [3.18072, 2.48256, -10.83823], [2.15758, 2.97992, -9.97186], [4.85980, 2.93502, -9.16224], [5.29777, 2.72988, -11.14205], [4.43888, 4.22408, -10.70947], [3.24211, 1.41261, -10.64530], [2.90347, 2.63944, -11.88469], [1.97305, 3.89137, -10.21690], [4.04734, 3.03341, -8.65308]],
  "atomic_forces_ev_per_a": [[0.0, -0.4, 0.5], [-0.3, 0.7, -1.3], [0.2, -0.1, 0.4], [0.1, -0.1, 0.0], [0.1, -0.2, 0.8], [0.2, 0.2, -0.4], [0.4, 0.4, 0.1], [0.3, -0.4, 0.3], [-0.6, 0.3, -0.3], [0.1, 0.8, 0.7], [0.6, 0.3, -1.2], [-0.2, -0.3, 0.4], [0.9, 0.1, -0.7], [-0.3, 0.2, 0.4], [-0.1, -0.5, 0.0], [0.0, -0.4, 0.4], [-0.5, 0.2, -0.2], [0.7, 0.3, 0.4], [-0.1, 0.2, 0.3], [-0.1, -0.2, -0.2], [-0.2, 1.0, -0.5], [0.2, -0.9, 0.5], [-0.1, -0.1, -0.9], [-0.6, -0.1, 1.3], [0.1, -0.2, -0.1], [0.0, 0.1, -0.3], [0.1, 0.0, -0.1], [0.0, 0.0, -0.3], [0.2, 0.0, 0.0], [-0.2, 0.1, -0.3], [0.1, 0.1, 0.0], [-0.2, -0.1, 0.1], [-0.1, -0.1, 0.3], [-0.2, -0.2, -0.1], [-0.3, -0.2, -0.2], [-0.1, -0.1, -0.1], [0.1, 0.0, 0.2], [-0.2, 0.1, 0.2], [0.0, -0.3, 0.2], [-0.1, -0.1, -0.2], [0.0, -0.5, 0.1], [-0.3, 0.1, 0.3], [-0.2, 0.2, 0.2], [-0.1, -0.2, -0.1], [0.2, -0.1, 0.0], [0.1, 0.3, -0.1], [0.1, 0.4, 0.0], [0.0, 0.2, -0.2], [0.1, -0.1, 0.0], [-0.1, -0.2, 0.1], [0.2, -0.1, -0.2], [0.1, -0.2, 0.0], [-0.1, -0.1, -0.1], [0.1, 0.1, 0.1], [-0.1, 0.1, 0.1], [0.0, 0.0, 0.0], [-0.1, 0.1, 0.0], [0.0, 0.0, 0.0], [0.0, 0.0, 0.1], [-0.1, 0.0, 0.0], [0.0, -0.1, 0.0], [0.1, 0.1, 0.2], [-0.2, -0.1, 0.0], [0.1, -0.1, 0.0], [-0.1, 0.0, 0.0], [0.0, 0.0, 0.0], [0.0, -0.1, -0.1], [0.0, 0.0, 0.0], [0.0, 0.1, 0.0], [-0.1, 0.0, 0.0], [0.1, 0.0, 0.0], [0.1, 0.2, 0.2], [-0.2, -0.1, 0.1], [0.1, 0.1, 0.0], [0.0, 0.0, -0.2], [0.0, 0.0, 0.0], [0.0, -0.1, -0.1], [0.0, 0.0, 0.0], [0.0, 0.0, -0.1], [-0.1, 0.0, 0.0], [0.0, 0.0, 0.1], [0.0, 0.1, -0.3], [0.2, -0.1, 0.0], [-0.2, 0.0, 0.0], [-0.2, -0.1, 0.2], [0.0, 0.0, 0.0], [0.0, -0.1, 0.1], [0.0, 0.0, 0.0], [-0.1, 0.1, 0.1], [0.1, 0.0, 0.0], [0.2, 0.1, -0.1], [0.2, 0.0, -0.1], [-0.1, -0.1, -0.2], [0.0, 0.0, 0.2], [-0.1, 0.0, 0.1], [0.0, 0.0, 0.0], [-0.2, 0.0, 0.1], [0.0, 0.0, 0.0], [0.0, 0.0, 0.1], [0.1, 0.1, -0.3], [0.0, 0.0, -0.1], [0.1, 0.2, 0.1], [0.2, -0.1, 0.0], [-0.1, 0.1, 0.0], [-0.1, -0.1, 0.0], [0.0, 0.0, 0.0], [-0.1, -0.1, -0.1], [0.0, 0.0, 0.0], [-0.1, 0.0, 0.0], [0.0, 0.0, 0.0], [0.0, 0.1, 0.0], [0.0, 0.1, 0.3], [-0.1, 0.2, 0.0], [0.0, -0.1, 0.1], [0.0, -0.2, -0.2], [0.0, 0.0, 0.0], [0.0, 0.0, -0.2], [0.0, 0.0, 0.0], [0.1, 0.0, 0.0], [0.0, 0.1, 0.0], [0.0, 0.1, 0.1]],
  "lowdin_charge": [-0.30, 0.35, -0.33, 0.48, -0.26, -0.22, -0.15, -0.12, -0.22, 0.16, -0.10, -0.05, -0.24, -0.13, -0.17, -0.16, -0.07, -0.44, 0.13, 0.10, -0.39, 0.12, 0.09, 0.77, -0.15, -0.12, -0.08, -0.11, -0.10, 0.09, 0.10, 0.08, 0.12, 0.12, 0.12, 0.13, 0.13, 0.15, 0.19, 0.18, 0.15, 0.15, 0.15, 0.11, 0.12, 0.12, 0.12, 0.13, 0.12, 0.10, 0.14, -0.24, -0.23, -0.10, -0.07, 0.13, 0.12, 0.13, 0.12, 0.03, 0.08, -0.23, -0.24, -0.09, -0.07, 0.13, 0.12, 0.12, 0.12, 0.05, 0.07, -0.25, -0.23, -0.08, -0.06, 0.11, 0.12, 0.12, 0.12, 0.07, 0.07, -0.26, -0.24, -0.07, -0.07, 0.12, 0.12, 0.12, 0.12, 0.08, 0.05, -0.26, -0.24, -0.07, -0.07, 0.12, 0.11, 0.12, 0.12, 0.06, 0.08, -0.25, -0.23, -0.08, -0.07, 0.12, 0.11, 0.13, 0.12, 0.04, 0.07, -0.25, -0.24, -0.08, -0.07, 0.12, 0.12, 0.12, 0.12, 0.09, 0.06]
}


# 2
{
  "formula": "C27H64F2N9O12S2V",
  "method": "ωB97M-V/def2-TZVPD",
  "energy_ev": -119799.4750,
  "e_lumo_ev": [-6.2, -5.7],
  "total_charge": 1,
  "spin_multiplicity": 2,
  "species": ["O", "V", "N", "S", "O", "O", "F", "S", "O", "O", "F", "C", "C", "N", "C", "C", "C", "C", "H", "H", "H", "H", "H", "H", "H", "H", "H", "H", "H", "H", "H", "H", "H", "C", "O", "N", "C", "C", "H", "H", "H", "H", "H", "H", "H", "C", "O", "N", "C", "C", "H", "H", "H", "H", "H", "H", "H", "C", "O", "N", "C", "C", "H", "H", "H", "H", "H", "H", "H", "C", "O", "N", "C", "C", "H", "H", "H", "H", "H", "H", "H", "C", "O", "N", "C", "C", "H", "H", "H", "H", "H", "H", "H", "C", "O", "N", "C", "C", "H", "H", "H", "H", "H", "H", "H", "C", "O", "N", "C", "C", "H", "H", "H", "H", "H", "H", "H"],
  "xyz": [[-2.93734, 1.00719, 3.27625], [-2.04829, -0.30284, 3.49857], [-0.67398, -0.04894, 2.02975], [0.10731, 1.35119, 1.42584], [-0.53924, 2.08764, 0.36673], [1.51238, 1.50817, 1.75644], [-0.47271, 2.17460, 2.61206], [0.07059, -0.84583, 1.00221], [1.45981, -1.22878, 1.27669], [-0.42151, -0.76362, -0.39747], [-0.77379, -2.12948, 1.44280], [-2.71630, 0.35668, -7.24327], [-2.05819, 0.79675, -5.94176], [-1.80926, -0.38939, -5.06365], [-1.02877, -1.48997, -5.67854], [0.37656, -1.04371, -6.12708], [-1.31730, -0.12821, -3.67769], [-2.31213, 0.83916, -2.92275], [-2.97619, 1.29713, -7.72917], [-3.59471, -0.25627, -7.04130], [-2.06360, -0.27009, -7.85093], [-1.10448, 1.27948, -6.15509], [-2.67993, 1.53672, -5.43780], [-1.56770, -1.86891, -6.54691], [-0.90026, -2.37133, -5.05022], [0.46533, -0.11168, -6.68524], [0.80770, -1.79569, -6.78796], [1.02037, -0.88456, -5.26205], [-1.19085, -1.02292, -3.06811], [-0.34269, 0.34670, -3.79036], [-3.34652, 0.51508, -3.03718], [-2.02618, 0.81347, -1.87124], [-2.21537, 1.86221, -3.28622], [-4.17383, -2.28315, 1.76102], [-3.34554, -1.47765, 2.23403], [-4.63049, -2.21686, 0.48344], [-5.44208, -3.24237, -0.07150], [-4.24128, -1.06795, -0.33156], [-4.58544, -3.16705, 2.27239], [-4.98332, -3.64381, -0.97509], [-6.46309, -2.92738, -0.28696], [-5.54360, -4.00221, 0.70338], [-4.03570, -1.30100, -1.37632], [-5.06681, -0.35627, -0.32003], [-3.36341, -0.55813, 0.06533], [1.36213, 7.02933, 1.50231], [0.87044, 8.11352, 1.42258], [1.01911, 6.04451, 2.37838], [1.63699, 4.74922, 2.44423], [-0.01235, 6.22000, 3.46228], [2.16332, 6.69694, 0.82421], [1.95208, 4.30860, 1.49835], [0.96487, 4.01473, 2.88792], [2.46439, 4.78823, 3.15273], [0.49386, 6.27039, 4.42629], [-0.46568, 7.20965, 3.40576], [-0.84218, 5.51326, 3.46579], [3.86063, 0.20388, 6.65759], [3.98279, -0.94862, 6.29658], [3.42253, 1.24016, 5.93828], [3.29092, 2.53368, 6.56353], [2.85236, 1.14249, 4.62107], [4.23995, 0.52219, 7.64095], [4.07879, 2.71298, 7.29511], [2.35365, 2.63307, 7.11103], [3.43152, 3.31688, 5.81859], [3.50374, 1.66757, 3.92244], [2.85755, 0.15483, 4.15998], [1.87133, 1.61664, 4.65032], [-3.83692, -6.03473, -0.23025], [-4.37871, -6.15184, -1.30496], [-2.63417, -5.51998, 0.06332], [-2.16752, -5.41008, 1.46748], [-1.77179, -5.03370, -1.00211], [-4.41740, -6.30333, 0.66591], [-1.15319, -5.80836, 1.49208], [-2.77583, -6.00421, 2.14944], [-2.19899, -4.37804, 1.81677], [-1.64295, -3.95294, -0.94323], [-0.77687, -5.45231, -0.85046], [-2.08269, -5.17535, -2.03718], [-0.66647, -3.47282, 4.17170], [-1.26409, -2.37747, 4.06147], [0.66235, -3.67737, 4.19998], [1.17364, -5.06161, 4.39595], [1.60538, -2.57743, 4.11640], [-1.17243, -4.43197, 4.36206], [1.97041, -5.18364, 5.12969], [1.70358, -5.45613, 3.52900], [0.37786, -5.78309, 4.58118], [1.09443, -1.62355, 3.98550], [2.18824, -2.53844, 5.03665], [2.41179, -2.71211, 3.39552], [1.93910, 4.10847, -1.23254], [2.82869, 4.88064, -0.86550], [1.41128, 4.13874, -2.50588], [0.33526, 3.20840, -2.99797], [1.62974, 5.22869, -3.46546], [1.65890, 3.15912, -0.75044], [-0.61219, 3.73608, -3.10746], [0.17446, 2.31458, -2.39521], [0.53031, 2.82612, -3.99993], [2.46476, 5.90360, -3.27748], [1.74611, 4.56088, -4.31903], [0.71792, 5.80764, -3.61206], [3.29311, 0.34897, -0.94958], [2.23212, 0.99479, -0.88939], [3.82623, -0.07503, -2.12917], [4.94808, -0.98539, -2.14750], [3.30163, 0.22447, -3.42294], [3.93662, 0.08763, -0.09530], [5.70032, -0.75763, -2.90273], [4.60897, -2.01709, -2.24075], [5.48879, -0.93543, -1.20239], [3.02879, -0.65482, -4.00648], [2.41054, 0.85173, -3.44759], [3.97166, 0.83478, -4.02848]],
  "atomic_forces_ev_per_a": [[2.3, -3.1, 1.3], [-2.8, 0.4, -3.1], [0.3, 4.5, 1.2], [0.6, 8.5, 2.0], [0.9, -2.4, 0.2], [-1.9, -1.7, -1.2], [-1.0, 0.6, 1.9], [1.7, -10.8, -6.4], [-2.8, 1.3, -0.4], [1.7, 1.1, 3.2], [0.4, -1.5, 0.0], [0.1, 0.3, 0.5], [0.7, -1.7, 0.7], [-0.4, -1.2, 1.2], [0.2, 1.4, -1.0], [0.3, -0.2, 0.0], [-1.5, 1.7, -1.1], [1.3, -0.8, -0.4], [-0.2, -0.4, -0.6], [-0.2, 0.3, 0.1], [0.1, 0.4, -0.2], [0.2, 0.4, -0.2], [-0.1, -0.3, 0.2], [-0.1, 0.1, 0.0], [-0.3, 0.3, 0.6], [-0.6, 0.1, -0.1], [0.2, -0.2, 0.2], [0.1, -0.3, 0.1], [-0.1, -0.3, -0.5], [0.4, 0.2, 0.6], [0.0, -0.1, -0.1], [-0.1, 0.2, 0.1], [-0.1, 0.0, 0.1], [-0.6, -0.4, -2.4], [0.5, 0.7, 1.2], [2.0, 1.4, 2.1], [-0.8, -0.9, 0.1], [-0.2, 0.6, -0.2], [0.3, 0.4, 0.4], [-0.1, -0.1, 0.1], [0.1, 0.4, -0.2], [0.1, -0.3, -0.3], [-0.1, -0.5, 0.2], [0.0, 0.1, -0.1], [-0.1, -0.3, 0.1], [0.7, -1.6, -0.2], [-0.8, 1.4, 0.2], [-2.2, -0.3, 1.3], [0.5, -0.5, 0.4], [0.9, 1.5, -0.7], [0.1, -0.1, 0.0], [0.2, 0.5, -0.1], [-0.3, 0.3, -0.1], [0.5, -0.1, -0.1], [0.1, -0.6, 0.2], [0.1, 0.0, -0.5], [0.4, -0.4, -0.3], [1.0, -0.2, 0.3], [-0.5, -0.4, -0.4], [-0.3, 0.0, 0.1], [0.5, 0.4, 0.4], [0.5, 0.1, -0.7], [-0.2, 0.0, 0.2], [0.1, -0.3, 0.0], [-0.3, 0.2, -0.3], [-0.3, 0.0, 0.0], [-0.2, 0.6, -0.1], [-0.3, -0.3, 0.8], [-0.1, -0.2, -0.4], [-1.3, -0.2, 0.6], [0.5, 0.2, -0.6], [0.1, 0.1, 0.1], [-0.2, -0.2, -1.2], [0.9, 0.7, 0.3], [0.2, -0.2, 0.4], [0.1, 0.2, 0.2], [-0.2, -0.1, -0.3], [0.2, 0.2, -0.1], [0.0, 0.3, 0.3], [0.1, -0.1, -0.2], [-0.5, -0.7, 0.4], [1.7, -0.6, 0.7], [-0.2, 1.1, 0.1], [-1.1, -0.3, -0.2], [0.4, -0.2, -0.6], [0.9, 0.2, 0.7], [-0.5, 0.5, -0.3], [-0.5, 0.7, 0.7], [-0.3, 0.5, -0.6], [-0.1, 0.4, 0.3], [0.1, -0.3, -0.2], [-0.3, 0.2, 0.4], [-0.6, -0.2, -0.6], [1.2, -0.2, -1.9], [-1.3, -0.6, 0.2], [-1.2, -0.2, 0.8], [0.5, 0.5, 0.6], [-0.3, -1.3, -0.1], [-0.1, 0.4, 0.5], [-0.1, 0.2, 0.3], [0.3, 0.3, 0.5], [0.6, 0.2, -0.1], [0.0, -0.5, 0.2], [0.5, 1.1, -1.0], [-0.1, 0.1, 0.1], [-1.5, 1.0, -1.4], [1.6, -1.1, 0.1], [0.4, 0.0, 0.5], [0.5, -0.3, 0.8], [-1.1, 0.9, -1.2], [-0.3, 0.0, 0.1], [-0.4, 0.1, -0.2], [0.0, -0.1, -0.3], [-0.1, 0.1, 0.2], [0.3, -0.3, 0.2], [-0.2, -0.2, 0.9], [0.6, -0.3, 0.1]],
  "lowdin_charge": [-0.18, 1.24, -0.35, 0.55, -0.19, -0.21, -0.19, 0.45, -0.23, -0.23, -0.21, -0.09, -0.24, -0.19, -0.24, -0.09, -0.21, -0.08, 0.08, 0.08, 0.06, 0.10, 0.10, 0.09, 0.11, 0.07, 0.07, 0.04, 0.10, 0.09, 0.07, 0.04, 0.05, -0.21, -0.12, -0.14, -0.03, 0.00, 0.16, 0.10, 0.11, 0.09, 0.10, 0.11, 0.08, -0.35, 0.04, -0.16, -0.08, -0.03, 0.13, 0.07, 0.05, 0.09, 0.08, 0.08, 0.08, -0.35, 0.01, -0.19, -0.06, -0.05, 0.14, 0.09, 0.09, 0.09, 0.10, 0.08, 0.09, -0.40, 0.03, -0.17, -0.03, -0.03, 0.13, 0.09, 0.09, 0.05, 0.08, 0.09, 0.10, -0.26, -0.12, -0.12, -0.01, -0.02, 0.15, 0.10, 0.10, 0.09, 0.07, 0.09, 0.11, -0.31, -0.02, -0.16, -0.06, -0.04, 0.09, 0.08, 0.06, 0.07, 0.09, 0.08, 0.09, -0.26, -0.04, -0.18, -0.06, -0.05, 0.14, 0.09, 0.09, 0.08, 0.08, 0.07, 0.10]
}